Entry 1:
A structure of composition C29H38N2NaO2PS, computed with wB97M-V/def2-TZVPD.

Output
Relative energy (zero: lowest compared OMol25 entry of this formula, charge and spin)   12.6 kcal/mol
Gap between HOMO and LUMO   5.63 eV
Largest force on an atom   0.8 eV/Å

The geometry in ORCA input format:
```
! RIJCOSX wB97M-V def2-TZVPD def2/J DEFGRID3
* xyz 0 1
Na -0.36387 0.20513 0.16572
C 2.17464 2.31986 -0.53651
C 3.15373 1.24936 -0.04536
N 2.48383 0.01051 0.31880
C 2.85264 -0.57692 1.59463
C 2.40934 0.22848 2.80789
S 0.62694 0.55812 2.89161
C 0.57402 2.36709 2.80507
C 1.35277 3.01635 1.66993
N 1.03262 2.47465 0.35538
H 2.73767 3.25444 -0.68793
H 1.78454 2.02344 -1.51480
H 3.90246 1.10031 -0.83152
H 3.71483 1.62306 0.81495
H 2.59666 -0.69360 -0.39734
H 2.38326 -1.56040 1.63254
H 3.93902 -0.73295 1.69486
H 2.68865 -0.33532 3.69906
H 2.93524 1.18039 2.87903
H -0.48634 2.60419 2.70776
H 0.91366 2.79180 3.75251
H 1.16734 4.09713 1.72028
H 2.42157 2.90144 1.85329
H 0.32188 3.04834 -0.07657
O -2.59715 -0.75740 -0.94338
C -1.77475 -1.61481 -0.59566
C -2.12710 -3.05989 -0.39315
C -3.35956 -3.69454 -0.30879
C -3.40627 -5.05166 -0.02886
C -2.22854 -5.77088 0.15579
C -0.99009 -5.14342 0.07589
C -0.94708 -3.77976 -0.18313
P 0.51966 -2.68739 -0.30560
C 1.88151 -3.94373 -0.26696
C 2.17897 -4.48124 0.98791
C 3.26979 -5.31128 1.18351
C 4.11843 -5.60396 0.12313
C 3.85131 -5.06465 -1.12553
C 2.74332 -4.24734 -1.32093
C 0.46594 -2.32773 -2.10756
C -0.02190 -3.27044 -3.01355
C -0.10701 -2.98152 -4.36785
C 0.29782 -1.74562 -4.84964
C 0.79246 -0.80058 -3.96212
C 0.87299 -1.09195 -2.61018
H -4.26673 -3.12216 -0.46620
H -4.35909 -5.56328 0.03633
H -2.27932 -6.83242 0.36559
H -0.07986 -5.71272 0.21584
H 1.54233 -4.24425 1.83668
H 3.46308 -5.72198 2.16693
H 4.97865 -6.24389 0.27173
H 4.50221 -5.28241 -1.96369
H 2.55550 -3.85358 -2.31115
H -0.34675 -4.23821 -2.65185
H -0.49785 -3.72702 -5.04909
H 0.22528 -1.52022 -5.90565
H 1.11112 0.17089 -4.32175
H 1.24765 -0.32572 -1.94102
C -2.87205 0.73759 2.24666
C -3.30078 1.49242 1.01314
O -2.17043 1.84751 0.21986
C -2.59825 2.25026 -1.07816
C -1.43941 2.26278 -2.04835
H -3.75462 0.44320 2.81546
H -2.24569 1.33973 2.90473
H -2.33639 -0.17415 1.97522
H -3.85488 2.40185 1.27959
H -3.95401 0.85334 0.41146
H -3.06576 3.24121 -1.01166
H -3.34386 1.53710 -1.43892
H -0.69206 3.02084 -1.80829
H -1.80954 2.48751 -3.04942
H -0.98002 1.27414 -2.09956
*
```

---

Entry 2:
An isolated molecule of C5H10O2 in a non-equilibrium geometry, computed with wB97M-V/def2-TZVPD.

Output
Relative energy (zero: lowest compared OMol25 entry of this formula, charge and spin)   51.9 kcal/mol
Gap between HOMO and LUMO   10.52 eV
Largest force on an atom   1.1 eV/Å
Structure (SMILES)   OC[C@H]1CCCO1

The geometry in ORCA input format:
```
! RIJCOSX wB97M-V def2-TZVPD def2/J DEFGRID3
* xyz 0 1
O 1.29941 0.12434 1.36605
C 1.60884 -0.59745 0.19471
C 0.40385 -0.74390 -0.76283
C -0.85635 -0.93647 0.07745
C -1.17360 0.61827 0.48966
C -0.43464 1.37894 -0.64422
O 0.09820 0.40621 -1.53242
H 0.33525 0.05256 1.46342
H 1.94846 -1.61234 0.46698
H 2.41885 -0.07956 -0.32881
H 0.66703 -1.53256 -1.47848
H -0.72528 -1.76223 0.80024
H -1.71071 -1.21680 -0.53894
H -0.91678 1.14599 1.43560
H -2.25115 0.73230 0.45482
H 0.39539 1.98813 -0.25735
H -1.10677 2.03456 -1.20587
*
```

---

Entry 3:
An isolated molecule of C4H8F2 in a non-equilibrium geometry, computed with wB97M-V/def2-TZVPD.

Output
Relative energy (zero: lowest compared OMol25 entry of this formula, charge and spin)   14.9 kcal/mol
Gap between HOMO and LUMO   12.50 eV
Largest force on an atom   3.0 eV/Å
Structure (SMILES)   CC(C)C(F)F

The geometry in ORCA input format:
```
! RIJCOSX wB97M-V def2-TZVPD def2/J DEFGRID3
* xyz 0 1
C 0.34526 1.40005 0.53722
C 0.03196 0.10635 -0.27700
C 1.07563 -1.05574 -0.17444
C -1.32587 -0.39096 -0.19023
F -1.57630 -1.00974 0.98862
F -2.33459 0.49508 -0.39785
H 1.23808 1.93665 0.08495
H -0.50962 2.09152 0.59092
H 0.58771 1.14701 1.61196
H 0.00293 0.40701 -1.31117
H 2.03569 -0.67979 -0.37660
H 0.77823 -1.88903 -0.82723
H 1.01669 -1.44652 0.81863
H -1.36581 -1.11188 -1.07778
*
```

---

Entry 4:
A cluster of 2 separate species, C14H15N5O in total in a non-equilibrium geometry, computed with wB97M-V/def2-TZVPD.

Output
Relative energy (zero: lowest compared OMol25 entry of this formula, charge and spin)   33.5 kcal/mol
Gap between HOMO and LUMO   4.28 eV
Largest force on an atom   4.2 eV/Å

The geometry in ORCA input format:
```
! RIJCOSX wB97M-V def2-TZVPD def2/J DEFGRID3
* xyz 0 1
C -3.81595 -1.68046 -1.81068
O -2.89707 -1.61870 -0.74200
C -2.73298 -0.35160 -0.29471
C -1.95472 -0.02936 0.82319
C -1.75645 1.30485 1.24934
C -0.98362 1.57430 2.35159
C -0.38797 0.54578 3.08382
C 0.43479 0.85425 4.28727
C -0.57797 -0.77216 2.66636
C -1.34026 -1.05873 1.56319
H -3.92732 -2.71877 -2.12699
H -4.78691 -1.30311 -1.48417
H -3.44901 -1.08264 -2.64672
H -3.23881 0.43997 -0.82721
H -2.21602 2.10960 0.70344
H -0.83207 2.59214 2.66867
H 0.78288 -0.05745 4.77675
H 1.31341 1.44080 4.01338
H -0.14146 1.42334 5.01967
H -0.11950 -1.57082 3.22325
H -1.48973 -2.07579 1.24688
N -9.66601 1.38613 1.73978
C -8.55087 0.62607 1.75932
N -8.33937 -0.29849 2.71469
C -7.18166 -0.93785 2.66835
N -6.16263 -0.82303 1.83536
C -6.35324 0.09347 0.87824
C -7.54939 0.83066 0.78529
N -7.44754 1.67623 -0.26284
C -6.23388 1.44899 -0.76341
N -5.53882 0.51719 -0.11574
H -9.82159 2.11660 1.06184
H -10.39446 1.31466 2.43434
H -7.03721 -1.66987 3.45361
H -5.82508 2.00930 -1.59837
*
```